No. 1
C24H48O6 | ωB97M-V with the def2-TZVPD basis set

XYZ file:
```
78
Properties=species:S:1:pos:R:3:forces:R:3:mulliken_charge:R:1
C 4.53657 3.18234 -2.41121 -2.9159 1.0241 -1.7436 -0.433
C 5.51056 4.08778 -1.74279 1.3648 -0.4345 0.0865 -0.517
C 4.70759 5.20933 -1.03191 0.0974 -1.1011 -0.8452 -0.442
O 3.40110 4.80016 -1.19442 -3.8737 -1.3299 -0.7862 -0.427
C 3.25490 4.10831 -2.46605 2.2607 -0.9304 0.4800 -0.436
H 4.26781 2.26801 -1.88219 0.2534 0.0984 0.1513 0.225
H 4.75787 2.94634 -3.45209 0.4327 -0.2836 0.1037 0.347
H 6.16496 4.51611 -2.50199 0.3402 -0.0874 0.2929 0.275
H 6.01179 3.32766 -1.14354 0.9059 1.0835 0.7202 0.284
H 4.71325 6.14256 -1.59506 1.1876 0.4423 0.3880 0.302
H 4.85422 5.27298 0.04630 0.3820 0.4386 -0.2032 0.246
H 3.32565 4.76522 -3.33298 0.1903 0.5922 0.1335 0.331
H 2.40437 3.46809 -2.70015 -0.6535 0.4647 1.2198 0.255
C 1.14731 0.34137 3.93191 0.2404 0.4886 -2.1678 -0.056
C 1.16129 0.80169 5.33801 -0.6234 2.6309 0.5079 -0.675
C 0.37649 -0.25718 6.03050 -0.0559 1.6775 0.4062 -0.280
O 0.87259 -1.35944 5.40011 0.9308 -4.2907 0.4185 -0.496
C 1.07806 -1.19532 4.01768 -0.2265 2.2488 -0.2007 -0.398
H 2.05928 0.71337 3.46497 0.1186 -0.3579 -0.3250 0.313
H 0.35939 0.75704 3.30382 -0.3821 0.1224 0.3411 -0.045
H 0.69890 1.78734 5.39085 -0.1875 0.1410 0.1799 0.337
H 2.17417 0.98327 5.69746 0.0289 -0.6299 0.2593 0.278
H -0.69297 -0.10969 5.88016 -0.3712 -0.0623 -0.3023 0.097
H 0.50777 -0.24218 7.11246 0.3699 -0.6389 -0.0275 0.353
H 0.26380 -1.65871 3.46060 -0.0708 0.0839 -0.1219 0.276
H 2.03250 -1.43765 3.55034 0.1972 -1.4004 0.9804 0.321
C 0.43946 -5.15312 -0.97579 1.6505 -0.1291 0.3511 -0.546
C 1.35066 -3.95213 -0.74754 1.8207 -0.0984 -0.4948 -0.313
C 1.37899 -3.27448 -2.09930 -2.0740 0.1624 -0.1127 0.440
O 1.05427 -4.31762 -3.08181 0.6530 0.6828 0.5297 -0.454
C 0.92459 -5.58158 -2.39901 -1.1348 1.6896 0.7313 -0.483
H -0.58187 -4.80501 -0.82145 -0.2155 -0.5145 -0.5862 0.289
H 0.73177 -5.87330 -0.21159 -0.5300 -0.3684 -0.0644 0.330
H 2.39917 -4.23724 -0.66121 0.0508 -0.7532 0.7162 0.312
H 1.15091 -3.31774 0.11603 -0.3290 0.0041 -0.2943 0.073
H 2.25323 -2.66664 -2.33239 0.1725 -0.5031 -0.1727 0.425
H 0.53253 -2.59060 -2.03675 -0.1175 0.3117 -0.8594 -0.584
H 1.91260 -6.03921 -2.34878 -0.1398 -0.4296 0.1004 0.287
H 0.18774 -6.15528 -2.96117 0.2821 -0.1967 0.0465 0.313
C -1.61950 -0.51432 -5.54333 -0.1256 -1.0177 0.5206 -0.664
C -1.36937 -0.71044 -4.06641 -0.5607 1.0827 1.3676 -0.281
C -1.57030 0.73791 -3.60037 1.3855 0.6028 0.8542 0.224
O -2.48985 1.38456 -4.49469 2.5047 2.7644 4.1973 -0.426
C -2.76462 0.58263 -5.49382 -0.5766 -3.1711 -3.0558 -0.481
H -1.69759 -1.50981 -5.98037 -1.1336 0.2166 -0.5148 0.407
H -0.64254 -0.22170 -5.92807 -0.2478 0.9625 -0.3524 0.294
H -0.44424 -1.20593 -3.77192 0.3382 0.5394 -0.2732 0.110
H -2.10520 -1.21941 -3.44382 -0.5776 -0.6988 -0.8532 0.299
H -0.65477 1.32942 -3.60374 0.3351 0.0062 -0.2867 -0.057
H -1.86277 0.76800 -2.55077 -0.7258 0.1606 -0.0478 -0.045
H -2.85302 1.15962 -6.41434 -0.1018 -0.1724 -0.2024 0.308
H -3.73199 0.20961 -5.15743 -0.4651 -1.2984 -1.3001 0.262
C -5.52828 -0.73255 2.83959 -1.0276 -0.5300 -0.2345 -0.523
C -4.37463 0.12516 2.39501 0.8407 0.2994 -0.7879 -0.064
C -3.61732 0.30369 3.68110 -0.6917 2.4862 0.2269 -0.268
O -4.67389 0.46776 4.67952 1.3491 -0.7127 -0.4788 -0.450
C -5.67675 -0.45136 4.31734 -0.3477 -0.0030 0.8745 -0.516
H -5.36939 -1.80999 2.79510 0.1314 0.0641 -0.7918 0.258
H -6.46005 -0.45034 2.34942 0.1104 -0.3475 -0.3113 0.293
H -4.66306 1.08161 1.95901 -0.4528 0.0890 0.3780 0.261
H -3.70448 -0.26791 1.63048 -0.1860 -0.5851 -0.0334 -0.010
H -3.17926 1.29929 3.75168 0.6876 -0.2142 -0.2575 0.269
H -2.83960 -0.45894 3.72183 -0.2621 -0.4570 1.1472 0.157
H -6.65824 -0.03757 4.54881 0.0786 0.1443 0.2119 0.291
H -5.53270 -1.35365 4.91166 -0.1834 -0.2393 0.0454 0.287
C -0.80740 0.24430 0.45453 0.1592 1.1184 -0.5152 0.160
C -0.06610 1.51677 0.02053 -0.5228 0.3595 -1.2622 -0.681
C 1.25970 1.03232 -0.54479 0.9026 0.4816 1.8941 -0.068
O 1.15073 -0.33470 -0.82176 -1.0135 0.2161 -1.1350 -0.401
C 0.18121 -0.83695 0.08703 0.3132 -1.0684 -0.2095 -0.221
H -1.71097 0.14733 -0.14736 -0.1520 -0.1442 0.3204 0.237
H -1.04816 0.40091 1.50601 -0.1098 -0.7846 -0.0039 -0.288
H -0.05259 2.22778 0.84660 0.5282 0.1383 -0.3049 0.417
H -0.49250 1.98359 -0.86737 -0.8890 0.2465 0.4230 0.247
H 1.95821 1.07367 0.29096 0.8144 0.6127 -0.1626 0.253
H 1.56712 1.62482 -1.40650 0.2726 -0.3389 0.0590 -0.087
H 0.78813 -1.21523 0.90962 -0.5314 -0.2907 0.5273 0.221
H -0.32724 -1.62458 -0.46904 0.1033 -0.3650 0.4909 0.156
```
Forces are in eV/Å.

**Charge**: 0
**SMILES**: C1CCOC1.C1CCOC1.C1CCOC1.C1CCOC1.C1CCOC1.C1CCOC1

No. 2
C2H4OS2 | ωB97M-V with the def2-TZVPD basis set

XYZ file:
```
9
Properties=species:S:1:pos:R:3:forces:R:3:mulliken_charge:R:1
C 0.60700 -1.45091 -1.16135 -0.3597 -0.3232 0.1154 -0.486
C -0.39989 -1.78400 -0.61032 0.2550 0.1389 -0.2538 -0.231
O 0.47657 1.77207 -0.90692 -0.1197 0.4644 -1.2538 -0.459
S -1.18859 0.96789 1.43718 0.2427 -0.2226 -0.1420 -0.194
S 0.66068 1.46455 0.49506 0.1670 -1.1681 1.2356 0.293
H 1.48913 -1.17834 -1.66335 0.4460 0.1783 -0.2775 0.388
H -1.30299 2.14462 2.05498 0.0240 0.1868 0.0163 0.168
H -1.31905 -2.02147 -0.15820 -0.4085 -0.1967 0.2719 0.392
H 0.97714 0.08558 0.51291 -0.2468 0.9423 0.2879 0.129
```
Forces are in eV/Å.

**Charge**: 0

No. 3
C25H26N2O6 | ωB97M-V with the def2-TZVPD basis set

XYZ file:
```
59
Properties=species:S:1:pos:R:3:forces:R:3:mulliken_charge:R:1
O 4.68150 1.73026 -1.14696 0.2002 0.3100 -0.3417 -0.675
C 4.23530 0.82723 -0.47325 0.1541 -0.7569 0.0776 0.790
N 3.27548 0.95447 0.45074 -0.3241 0.0977 0.4974 0.231
H 2.96408 0.13670 0.96064 0.1796 -0.0310 -0.1923 0.258
C 2.54011 2.18936 0.68325 0.1981 0.2114 -0.0333 -0.643
C 1.23566 2.13709 -0.08311 -0.0207 0.0659 -0.0187 0.587
C 0.00666 1.99391 0.55308 -0.0385 0.0820 -0.0635 0.980
C -1.14927 1.95972 -0.21902 0.0216 0.0603 -0.0650 -0.644
C -1.09311 2.02606 -1.59715 -0.0917 0.0387 0.0331 -0.370
C 0.13511 2.13655 -2.22898 0.0729 0.0017 -0.0839 -1.093
C 1.28882 2.20024 -1.47229 -0.0302 -0.0046 -0.0555 -0.674
H 2.24985 2.30473 -1.95442 0.1385 0.0210 -0.0589 0.530
H 0.19122 2.18394 -3.30635 0.0082 0.0202 -0.1044 0.428
H -1.99952 1.98465 -2.18242 -0.1192 -0.0312 -0.0479 0.374
H -2.10131 1.87235 0.28392 -0.1207 -0.0539 0.0505 0.601
C -0.10423 1.90290 2.04835 0.0957 -0.0991 0.1661 -0.981
C 1.21215 1.48170 2.68987 -0.0967 0.3066 0.0497 -0.742
C 2.33135 2.38558 2.18305 0.0198 -0.1473 -0.0644 -1.288
H 3.26699 2.17634 2.70471 0.0239 0.0864 -0.0341 0.394
H 2.06523 3.42773 2.36960 -0.0029 0.0509 0.0356 0.458
H 1.13597 1.55306 3.77598 0.0199 -0.0941 -0.0013 0.448
H 1.42333 0.43962 2.44015 0.0010 -0.1240 0.0540 0.199
H -0.89796 1.19837 2.30673 -0.0285 0.0642 -0.0052 0.191
H -0.39769 2.88441 2.43625 -0.0250 -0.0235 0.0727 0.405
H 3.16569 2.99068 0.27241 -0.1404 -0.1250 0.1000 0.568
C 4.75158 -0.61977 -0.60879 0.3283 0.3597 0.2283 -0.765
H 5.05344 -1.00114 0.37241 -0.0195 -0.0004 -0.1479 0.349
H 5.59067 -0.63318 -1.30487 -0.1675 0.0610 0.1273 0.352
O 3.76433 -1.48455 -1.17732 0.0371 0.0458 -0.3947 -0.368
C 2.84243 -2.00800 -0.37882 -0.2731 -0.3475 -0.1059 0.315
O 2.75978 -1.78861 0.80523 0.0092 -0.1015 0.1605 -0.700
C 1.89417 -2.90514 -1.14968 0.0979 0.0179 0.0926 0.183
C 1.43210 -4.06285 -0.26873 0.0680 0.0760 0.1364 -1.183
C 0.19351 -3.52558 0.43879 0.3305 -0.3350 -0.0619 0.492
O -0.33725 -4.01491 1.40374 -0.1118 -0.1614 0.2484 -0.664
N -0.22118 -2.42029 -0.24540 0.1314 0.2238 -0.1385 0.286
C -1.39229 -1.69988 0.03745 -0.4113 0.1614 0.0281 0.207
C -2.13491 -1.14444 -0.99626 -0.1177 -0.0755 0.1602 0.116
C -3.31379 -0.46400 -0.72736 -0.0224 -0.0165 0.2172 0.111
C -3.76761 -0.34825 0.58871 0.0034 -0.0962 -0.1655 0.466
C -3.00165 -0.87912 1.61873 -0.1203 0.1306 -0.2539 -1.023
C -1.82130 -1.54123 1.35321 0.0508 0.0056 0.0569 -0.487
H -1.24255 -1.95972 2.15831 0.0394 -0.0436 0.0612 0.522
H -3.35738 -0.76283 2.62986 -0.0500 -0.0016 0.1412 0.457
O -4.94786 0.28139 0.90009 0.3152 -0.0225 0.2184 -0.489
C -5.78715 0.46344 -0.21739 -0.0625 0.0968 -0.5391 -0.534
C -4.98205 1.01201 -1.39438 -0.4082 0.1859 0.3696 -0.445
H -5.61592 1.17697 -2.26689 0.0256 0.0263 0.1021 0.387
O -3.99462 0.08342 -1.78537 0.2692 -0.2700 -0.0147 -0.470
H -4.50993 1.95905 -1.09737 -0.0470 -0.0672 -0.0588 0.236
H -6.56694 1.16170 0.08965 0.0391 -0.0610 -0.0846 0.357
H -6.24106 -0.49456 -0.50619 0.0147 0.0981 0.0477 0.296
H -1.82964 -1.22315 -2.02610 0.0818 -0.0059 -0.1648 0.397
C 0.58410 -2.13750 -1.41390 0.0435 0.1043 -0.2595 -0.640
H 0.73307 -1.05882 -1.52203 -0.0279 -0.0264 -0.0467 0.188
H 0.10909 -2.52071 -2.32555 0.0571 0.0893 0.0149 0.382
H 2.17598 -4.37466 0.46223 -0.0814 -0.0291 -0.0012 0.378
H 1.14299 -4.93091 -0.86308 -0.0290 0.0080 -0.0143 0.373
H 2.37646 -3.21184 -2.07766 -0.0873 0.0447 0.0740 0.586
```
Forces are in eV/Å.

**Charge**: 0
**SMILES**: O=C(COC(=O)[C@H]1CC(=O)N(c2ccc3c(c2)OCCO3)C1)N[C@@H]1CCCc2ccccc21

No. 4
C14H24N4NaO3PS | ωB97M-V with the def2-TZVPD basis set

XYZ file:
```
48
Properties=species:S:1:pos:R:3:forces:R:3:mulliken_charge:R:1
Na -0.87487 -1.82622 -0.96551 -0.3031 -0.8747 -0.8403 0.751
C 0.35486 -2.12308 3.30266 0.0255 -0.0580 -0.1374 -1.477
C 0.23745 -2.14188 1.80206 -0.5114 -0.0020 0.3900 0.157
N -0.89676 -2.10061 1.18409 0.0915 0.0707 0.5055 0.447
N -2.01415 -2.02175 1.91521 -0.0255 -0.0142 0.5171 -1.270
C -3.14876 -1.91763 1.22919 0.0035 -0.0906 0.0651 0.481
N -4.24643 -1.82838 2.02869 0.0466 0.0425 0.0004 -0.414
S -3.43093 -1.87397 -0.45326 -0.2554 -0.0811 -0.2745 -0.540
C 1.43577 -2.19019 0.96101 0.3978 0.0313 -0.2437 1.030
C 2.70977 -1.96380 1.49852 -0.1123 -0.0470 0.0675 -0.579
C 3.81387 -1.96445 0.67021 0.0224 -0.0285 -0.1387 -0.546
C 3.64650 -2.21839 -0.68409 0.0366 0.0150 0.0945 -0.504
C 2.35880 -2.45156 -1.13416 0.0233 -0.0579 0.0079 -0.469
N 1.28267 -2.43023 -0.35506 0.2536 -0.0013 0.0447 -0.339
H -0.63753 -1.98023 3.71915 0.0201 -0.0016 0.0301 0.351
H 1.00733 -1.32187 3.65509 0.0222 -0.0045 0.0031 0.358
H 0.75614 -3.07125 3.66962 0.0491 0.0243 0.0236 0.422
H -4.14141 -2.03008 3.00893 0.0428 -0.0053 -0.0318 0.233
H -5.14045 -1.93685 1.58854 -0.0497 0.0077 0.0257 0.202
H 2.82783 -1.78296 2.55701 -0.0251 0.0028 -0.0033 0.329
H 4.80088 -1.77212 1.07122 -0.0088 -0.0101 0.0322 0.419
H 4.48691 -2.23795 -1.36349 -0.0284 -0.0182 -0.0248 0.427
H 2.17731 -2.67704 -2.18092 0.0311 0.0422 0.0008 0.441
C -2.26682 3.77989 -2.50636 0.0710 -0.1458 0.1286 -1.144
C -2.24488 3.00306 -1.20421 -0.1825 0.0650 -0.1085 -0.260
O -0.94467 2.43481 -1.00958 0.1267 -0.1429 -0.0136 -0.194
P -0.81568 0.85288 -0.59316 -0.1490 0.8752 0.1171 0.266
O -0.48321 0.07539 -1.99886 0.3165 0.3992 -0.1528 -0.433
C 0.74100 0.20796 -2.75433 0.1767 0.1431 -0.2442 -0.004
C 0.94028 1.57667 -3.37843 -0.1539 -0.1066 0.1201 -1.161
O 0.71786 0.93028 -0.05835 0.1350 -0.0210 -0.0008 -0.087
C 1.05736 1.74283 1.07213 -0.0192 0.0594 0.1723 -0.500
C 0.12740 1.54923 2.26047 0.0601 -0.0826 -0.2549 -0.938
H -3.22560 4.28513 -2.62611 0.0032 0.0049 -0.0099 0.418
H -2.11735 3.10616 -3.34982 -0.0026 0.0267 -0.0337 0.227
H -1.47055 4.52436 -2.50740 -0.0232 0.0276 -0.0378 0.270
H -3.00485 2.21591 -1.21355 0.0091 0.0006 0.0482 0.372
H -2.45579 3.66745 -0.36310 0.0272 -0.0426 0.0240 0.269
H 0.67282 -0.55295 -3.53410 -0.0200 -0.0185 0.0388 0.439
H 1.58841 -0.02742 -2.11218 -0.0615 -0.0509 0.0818 0.114
H 0.10547 1.83340 -4.03060 0.0008 0.0328 0.0063 0.230
H 1.85530 1.56365 -3.97232 0.0023 -0.0110 -0.0152 0.434
H 1.03241 2.33628 -2.60568 0.0037 0.0533 -0.0404 0.244
H 1.05973 2.79118 0.76427 0.0228 -0.0313 -0.0605 0.255
H 2.07731 1.45779 1.33201 -0.0128 -0.0039 -0.0232 0.393
H -0.87331 1.91780 2.03041 -0.0241 -0.0019 0.0933 0.327
H 0.51189 2.09837 3.11998 -0.0089 0.0139 0.0092 0.419
H 0.05070 0.49239 2.51415 -0.0436 0.0154 0.0422 0.133
```
Forces are in eV/Å.

**Charge**: 0

Going through the records in order, we get highest occupied orbital energy values of -9.2778; -9.6616; -8.0842; -6.9734 eV.
Going through the records in order, we get frontier orbital gap values of 0.360; 0.366; 0.321; 0.264 Eh.